# 1
Computed, not measured: a molecular structure, C31H20F5N9O2S2SeZn at a distorted geometry, with the ωB97M-V functional and the def2-TZVPD basis.

Each line ends with the Mulliken charge.
Geometry (Å):
Zn1 0.09 1.05 -0.11  -0.62
Se1 -7.74 0.84 -0.78  0.28
N1 -6.72 2.26 -0.83  -0.89
C1 -5.50 1.93 -0.44  0.80
C2 -4.40 2.83 -0.28  0.87
C3 -4.57 4.21 -0.40  -0.46
C4 -3.51 5.04 -0.10  -1.21
C5 -2.30 4.44 0.28  0.04
N2 -2.12 3.14 0.36  -0.13
C6 -3.14 2.32 0.11  -0.74
C7 -2.96 0.91 0.39  0.07
N3 -1.75 0.47 0.77  -0.39
C8 -1.66 -0.74 1.29  -0.26
C9 -2.73 -1.63 1.39  -0.79
C10 -3.94 -1.25 0.87  -0.78
C11 -4.08 0.05 0.39  0.32
C12 -5.34 0.55 -0.08  0.86
N4 -6.44 -0.18 -0.19  -0.84
H1 -5.53 4.61 -0.68  0.52
H2 -3.59 6.11 -0.15  0.46
H3 -1.45 5.05 0.53  0.43
H4 -0.69 -1.02 1.67  0.49
H5 -2.56 -2.61 1.80  0.57
H6 -4.80 -1.91 0.85  0.55
F1 0.16 3.56 -2.42  -0.37
C13 0.49 3.97 -1.17  1.02
C14 0.53 3.02 -0.16  -0.99
C15 0.86 3.53 1.09  1.03
F2 0.90 2.67 2.13  -0.49
C16 1.15 4.87 1.33  0.33
F3 1.46 5.29 2.57  -0.37
C17 1.10 5.77 0.28  0.57
F4 1.37 7.07 0.49  -0.34
C18 0.76 5.32 -0.99  0.29
F5 0.69 6.19 -2.01  -0.34
C19 3.41 1.74 -0.34  -1.09
C20 3.01 0.55 0.43  0.31
N5 1.80 0.21 0.83  0.32
C21 1.94 -0.94 1.57  -0.48
C22 3.26 -1.29 1.62  -0.56
N6 3.92 -0.34 0.89  -0.10
H7 2.73 1.92 -1.17  0.11
H8 4.42 1.62 -0.72  0.51
H9 3.38 2.62 0.30  0.19
H10 1.11 -1.43 2.01  0.40
H11 3.75 -2.11 2.07  0.48
H12 4.91 -0.29 0.72  0.22
N7 4.57 -6.75 1.14  -0.54
C23 3.51 -5.96 0.76  0.93
C24 2.53 -5.62 1.70  -0.86
C25 1.45 -4.84 1.32  -0.22
C26 1.34 -4.39 0.02  0.00
C27 2.33 -4.67 -0.90  -0.37
C28 3.42 -5.43 -0.53  -0.87
S1 -0.22 -3.61 -0.42  0.98
O1 -0.60 -4.11 -1.72  -0.73
O2 -1.12 -3.89 0.67  -0.69
N8 0.01 -2.00 -0.45  0.01
C29 0.22 -1.42 -1.60  0.53
S2 0.48 -2.27 -3.11  -0.09
C30 0.74 -0.74 -3.89  -0.34
C31 0.58 0.27 -3.03  -1.10
N9 0.29 -0.10 -1.74  0.72
H13 4.44 -7.31 1.97  0.23
H14 5.10 -7.20 0.41  0.23
H15 2.60 -6.00 2.71  0.31
H16 0.66 -4.60 2.01  0.51
H17 2.23 -4.30 -1.91  0.41
H18 4.20 -5.66 -1.24  0.32
H19 0.96 -0.70 -4.94  0.46
H20 0.65 1.32 -3.26  0.38

Output
Gap between HOMO and LUMO (eV): 6.74
LUMO level (eV): -0.79
2S+1: 1

# 2
Computed, not measured: a molecular structure, C3H15NO4 at a distorted geometry, with the ωB97M-V functional and the def2-TZVPD basis.

Each line ends with the Mulliken charge.
Geometry (Å):
C1 -1.36 -1.00 -1.07  -0.67
C2 -2.16 -0.47 0.06  0.18
C3 -2.48 0.98 0.08  -1.00
O1 -0.21 0.48 1.88  -0.64
N1 0.02 -1.39 -0.66  -0.41
H1 -1.85 -1.93 -1.38  0.31
H2 -1.29 -0.35 -1.94  0.33
H3 -2.85 -1.21 0.44  0.36
H4 -3.00 1.27 1.00  0.31
H5 -1.55 1.53 -0.09  0.38
H6 -3.17 1.23 -0.73  0.35
H7 -0.86 0.09 1.31  0.20
H8 -0.01 -1.90 0.22  0.27
H9 0.72 -0.62 -0.58  0.45
H10 2.31 -2.18 0.61  0.27
H11 2.32 -0.77 -0.02  0.43
O2 2.57 -1.28 0.81  -0.72
H12 1.27 1.56 -0.60  0.39
H13 1.70 2.86 0.29  0.25
O3 1.01 2.24 0.10  -0.71
H14 1.90 0.11 -2.10  0.15
H15 0.30 0.92 1.19  0.36
O4 1.55 0.03 -1.21  -0.86

Output
Gap between HOMO and LUMO (eV): 5.81
LUMO level (eV): -3.30
2S+1: 1

# 3
Computed, not measured: C4H5NO in the gas phase, with the ωB97M-V functional and the def2-TZVPD basis.

Each line ends with the Mulliken charge.
Geometry (Å):
C1 1.59 0.44 0.02  0.08
N1 0.99 0.27 1.13  -0.53
C2 -0.23 -0.43 0.82  -0.10
C3 -1.18 0.36 -0.03  -0.65
C4 -0.23 -0.57 -0.70  -0.04
O1 1.04 -0.07 -1.10  -0.37
H1 2.52 0.98 -0.11  0.38
H2 -0.56 -1.16 1.56  0.35
H3 -1.06 1.43 -0.14  0.22
H4 -2.20 -0.02 -0.05  0.26
H5 -0.68 -1.24 -1.40  0.40

Output
Gap between HOMO and LUMO (eV): 10.55
LUMO level (eV): 1.07
2S+1: 1

no.,DFT total energy (Eh)
1,-7313.13906
2,-478.79256
3,-285.35658